Computed, not measured: C43H43N6O3PS2V as an isolated structure at a distorted geometry, with ωB97M-V/def2-TZVPD.

Calculated values
E_HOMO (alpha / beta)   -7.0 / -7.4 eV
Lowest unoccupied orbital energy (alpha / beta)   -0.20 / -0.43 eV
2S+1   2
Frontier orbital gap (alpha / beta)   6.81 / 6.92 eV

Geometry (Å):
V  -0.351  0.052  0.320
C  -7.700  1.770  5.098
O  -7.143  2.354  3.937
C  -6.019  3.095  4.083
C  -5.416  3.529  2.900
C  -4.227  4.221  2.934
C  -3.628  4.545  4.160
C  -4.288  4.194  5.333
C  -5.457  3.451  5.303
N  -2.459  5.327  4.294
N  -1.491  5.284  3.510
C  -1.246  4.276  2.568
C  -0.837  4.702  1.312
C  -0.683  3.832  0.238
C  -0.871  2.464  0.415
O  -0.884  1.583  -0.553
C  -1.166  1.993  1.732
N  -1.367  0.646  1.817
C  -1.775  0.139  2.968
C  -1.874  0.920  4.119
C  -1.640  2.273  4.061
C  -1.363  2.875  2.819
H  -8.487  1.107  4.750
H  -8.133  2.525  5.760
H  -6.956  1.188  5.649
H  -5.895  3.280  1.962
H  -3.770  4.533  2.005
H  -3.846  4.488  6.276
H  -5.924  3.160  6.235
H  -0.733  5.769  1.157
H  -0.471  4.195  -0.758
H  -1.966  -0.927  2.979
H  -2.124  0.447  5.058
H  -1.674  2.864  4.965
C  -1.559  -3.342  -1.432
C  -1.990  -1.884  -1.234
C  -1.914  -1.138  -2.584
C  -3.427  -1.812  -0.693
N  -1.124  -1.174  -0.337
H  -2.090  -3.766  -2.287
H  -1.794  -3.923  -0.544
H  -0.484  -3.390  -1.613
H  -2.658  -1.529  -3.281
H  -0.916  -1.269  -3.007
H  -2.090  -0.077  -2.404
H  -4.115  -2.302  -1.385
H  -3.714  -0.766  -0.572
H  -3.480  -2.307  0.275
S  -1.277  -3.287  2.634
P  0.614  -2.769  2.526
S  1.235  -0.934  1.888
C  1.615  -4.019  1.639
C  2.994  -3.853  1.552
C  3.780  -4.865  1.027
C  3.193  -6.046  0.590
C  1.817  -6.206  0.661
C  1.028  -5.193  1.188
C  1.282  -2.946  4.224
C  1.293  -4.232  4.764
C  1.665  -4.431  6.082
C  2.021  -3.345  6.872
C  2.002  -2.066  6.342
C  1.629  -1.863  5.018
H  3.445  -2.932  1.903
H  4.854  -4.743  0.970
H  3.813  -6.845  0.203
H  1.357  -7.125  0.321
H  -0.045  -5.308  1.272
H  0.988  -5.067  4.147
H  1.667  -5.432  6.494
H  2.304  -3.498  7.906
H  2.275  -1.220  6.960
H  1.608  -0.865  4.597
C  4.102  3.306  -3.196
N  3.391  2.800  -2.033
N  2.284  1.986  -2.228
C  2.191  1.084  -1.172
O  1.312  0.214  -1.085
C  3.312  1.366  -0.329
C  4.018  2.380  -0.897
C  5.283  3.023  -0.454
C  1.213  2.443  -3.037
C  0.364  1.519  -3.629
C  -0.692  1.966  -4.405
C  -0.905  3.323  -4.593
C  -0.062  4.243  -3.984
C  0.999  3.809  -3.208
H  3.457  3.237  -4.066
H  5.003  2.719  -3.391
H  4.378  4.349  -3.050
H  3.524  0.839  0.586
H  5.463  2.792  0.592
H  5.230  4.105  -0.574
H  6.133  2.659  -1.036
H  0.525  0.465  -3.459
H  -1.360  1.247  -4.860
H  -1.727  3.668  -5.205
H  -0.244  5.304  -4.100
H  1.650  4.523  -2.721

Computed, not measured: a 2-piece molecular cluster, C12H19BCl2O overall at a distorted geometry, with ωB97M-V/def2-TZVPD.

Calculated values
E_HOMO   -9.0 eV
Lowest unoccupied orbital energy   0.69 eV
Structure (SMILES)   CCCCOBCc1ccccc1.ClCCl
Frontier orbital gap   9.73 eV

Geometry (Å):
C  -1.384  0.576  2.979
C  -0.494  -0.592  2.537
C  -1.165  -1.504  1.472
C  -0.850  -1.089  0.024
O  -1.892  -0.311  -0.609
B  -1.482  0.988  -0.791
C  -1.614  1.757  -2.175
C  -0.193  1.776  -2.757
C  0.539  0.616  -2.790
C  1.826  0.652  -3.278
C  2.374  1.822  -3.735
C  1.608  2.959  -3.725
C  0.328  2.959  -3.239
H  -1.642  1.267  2.176
H  -2.325  0.185  3.380
H  -0.860  1.126  3.767
H  0.476  -0.286  2.137
H  -0.337  -1.219  3.420
H  -0.697  -2.486  1.616
H  -2.234  -1.633  1.662
H  0.093  -0.529  0.017
H  -0.646  -1.995  -0.556
H  -0.960  1.591  0.100
H  -2.329  1.298  -2.864
H  -1.881  2.799  -1.966
H  0.171  -0.347  -2.456
H  2.410  -0.264  -3.274
H  3.393  1.834  -4.104
H  2.042  3.875  -4.117
H  -0.236  3.883  -3.248
Cl  -0.080  -4.166  3.993
C  1.676  -4.040  4.149
Cl  2.312  -2.589  3.363
H  1.928  -4.002  5.203
H  2.129  -4.911  3.688

Computed, not measured: one molecule with the formula C4H4N4 at a distorted geometry, with ωB97M-V/def2-TZVPD.

Calculated values
E_HOMO   -9.5 eV
Lowest unoccupied orbital energy   -0.05 eV
Structure (SMILES)   N=C=NC1N=CC=N1
Frontier orbital gap   9.41 eV

Geometry (Å):
N  -0.715  2.670  -1.912
C  0.030  1.800  -1.593
N  0.628  0.806  -1.339
C  0.804  -0.212  -0.417
N  0.132  -1.483  -0.666
C  -0.521  -1.763  0.399
C  -0.364  -0.651  1.370
N  0.417  0.235  0.883
H  -0.672  3.347  -2.649
H  1.957  -0.251  -0.337
H  -1.093  -2.678  0.343
H  -0.903  -0.800  2.264

Computed, not measured: one molecule with the formula C4H2BrP at a distorted geometry, with ωB97M-V/def2-TZVPD.

Calculated values
E_HOMO   -9.4 eV
Lowest unoccupied orbital energy   -1.04 eV
Structure (SMILES)   C#CP=C=CBr
Frontier orbital gap   8.33 eV

Geometry (Å):
C  2.732  -0.206  -1.002
C  1.708  -0.558  -0.411
P  0.316  -1.375  0.383
C  -0.977  -0.291  0.322
C  -1.930  0.480  0.735
Br  -3.497  0.853  -0.431
H  3.550  0.145  -1.341
H  -1.902  0.953  1.744

Computed, not measured: an isolated ion of composition C2H6NO3 and charge -1 at a distorted geometry, with ωB97M-V/def2-TZVPD.

Calculated values
E_HOMO   -3.3 eV
Lowest unoccupied orbital energy   4.30 eV
Structure (SMILES)   CN(O)[C@@H]([O-])O
Charge   -1
Frontier orbital gap   7.58 eV

Geometry (Å):
C  -0.306  -0.433  0.900
N  0.179  -0.952  -0.381
O  -0.942  -1.538  -0.991
C  0.564  0.416  -1.274
O  -0.495  1.037  -1.618
O  1.473  1.173  -0.513
H  -0.754  -1.309  1.441
H  0.627  -0.112  1.569
H  -1.014  0.335  0.933
H  -1.585  -0.875  -1.480
H  1.132  -0.115  -2.121
H  1.122  1.896  -0.098

Calculated energy above the lowest of the compared OMol25 structures with the same formula, charge and spin in order - 6.9; 0.0; 51.2; 17.7; 95.4 kcal/mol